# 1
51
Properties=species:S:1:pos:R:3 method="wB97M-V/def2-TZVPD" orbital_gap_ev="6.98 / 6.05" homo_ev="-6.491 / -7.223" total_charge=0 spin_multiplicity=3 energy_ha=-2913.08397
C 0.564 3.200 -3.116
C -0.705 2.714 -2.823
C -0.877 1.685 -1.876
C 0.237 1.182 -1.205
C 1.509 1.663 -1.506
C 1.676 2.697 -2.439
C -2.262 1.164 -1.596
C -2.309 -0.325 -1.197
N -2.446 -1.190 -2.321
Ni 0.109 -0.220 0.274
C 2.675 0.986 -0.833
P 2.076 -0.727 -0.425
H -1.590 3.096 -3.337
H 2.677 3.068 -2.643
H 0.688 3.975 -3.868
H 2.928 1.434 0.140
H 3.577 0.921 -1.455
H -2.716 1.729 -0.765
H -2.898 1.300 -2.484
H -1.392 -0.618 -0.576
C 3.392 -1.488 0.548
C 2.136 -1.559 -2.038
H -3.183 -0.495 -0.546
C -1.451 -1.171 -3.352
C -3.071 -2.465 -2.098
H 0.580 -1.349 1.386
H -1.855 -1.721 -4.214
H -1.214 -0.144 -3.659
H -0.506 -1.673 -3.059
H -3.292 -2.912 -3.075
H -2.434 -3.172 -1.533
H -4.006 -2.325 -1.541
H 3.170 -1.617 -2.398
H 1.729 -2.568 -1.886
H 1.524 -1.029 -2.777
H 4.354 -1.446 0.014
H 3.486 -0.982 1.517
H 3.111 -2.536 0.712
H 0.041 -1.761 0.891
Te -1.148 1.254 1.923
C -0.650 0.646 3.845
C -1.637 0.762 4.863
C -1.279 0.497 6.189
C 0.024 0.082 6.501
C 0.979 -0.071 5.486
C 0.660 0.223 4.155
H -2.646 1.077 4.586
H -2.012 0.611 6.984
H 0.292 -0.130 7.534
H 1.982 -0.420 5.736
H 1.403 0.148 3.357

# 2
20
Properties=species:S:1:pos:R:3 method="wB97M-V/def2-TZVPD" orbital_gap_ev=10.60 homo_ev=-10.024 total_charge=0 de_lowest_kj_mol=143.2 energy_ha=-514.69831 smiles="C[C@@H](O)[C@@H](N)C(=O)O.O"
O -0.692 -1.648 2.301
C -0.870 -1.098 1.261
O -2.092 -0.657 0.846
C 0.080 -0.954 0.039
C 0.429 0.490 -0.316
C 0.847 1.431 0.909
O 1.456 0.457 -1.265
N 1.276 -1.714 0.409
H -2.825 -0.598 1.471
H -0.292 -1.550 -0.812
H -0.295 1.244 -0.641
H 0.510 2.423 0.890
H 1.876 1.328 1.240
H 0.137 1.110 1.693
H 2.064 -0.275 -0.957
H 1.737 -1.411 1.259
H 1.154 -2.730 0.455
H -1.258 1.081 -2.180
H -1.417 1.687 -3.709
O -1.824 1.384 -2.892

# 3
15
Properties=species:S:1:pos:R:3 method="wB97M-V/def2-TZVPD" orbital_gap_ev=7.32 homo_ev=-16.815 total_charge=+2 de_lowest_kj_mol=0.0 energy_ha=-757.36203
O 0.000 3.122 -2.808
C 0.001 2.045 -2.411
Pb 0.000 -0.006 -1.632
C 1.767 -1.021 -2.410
C -1.767 -1.020 -2.411
O 2.701 -1.561 -2.806
O -2.702 -1.558 -2.808
N 1.184 -0.136 2.358
C -0.001 0.000 1.782
N -1.187 0.136 2.358
O 0.002 0.000 0.537
H 1.252 -0.143 3.343
H 1.999 -0.229 1.784
H -1.997 0.229 1.781
H -1.252 0.143 3.345

# 4
11
Properties=species:S:1:pos:R:3 method="wB97M-V/def2-TZVPD" orbital_gap_ev=10.97 homo_ev=-9.907 total_charge=0 de_lowest_kj_mol=181.9 energy_ha=-210.32945 smiles="C=NC.O"
C -0.752 0.705 -1.112
C -0.931 0.508 1.095
N -0.145 0.625 0.157
H -1.283 -0.240 -1.161
H -1.511 1.446 -1.281
H 0.038 0.740 -1.926
H -0.803 0.366 2.264
H -2.107 0.493 0.998
H 2.129 -1.707 -0.771
H 1.630 -0.572 0.302
O 1.628 -1.522 0.073